Record 1
{"formula": "C2HN3O2", "method": "ωB97M-V/def2-TZVPD", "elements": ["C", "C", "N", "N", "N", "O", "O", "H"], "xyz": [[0.302, 0.034, -0.195], [1.375, 0.929, 0.101], [2.119, 1.128, -1.189], [1.674, 0.560, -2.128], [0.388, -0.251, -1.651], [-0.275, -0.907, -2.381], [1.747, 1.516, 1.051], [-0.442, -0.133, 0.470]], "de_lowest_kj_mol": 538.86, "gap_ev": [8.0, 8.0], "e_homo_ev": [-10.13, -10.13], "spin_multiplicity": 1, "total_charge": 0, "lumo_energy_ev": [-2.114, -2.125]}

---

Record 2
{"formula": "C5H10O", "method": "ωB97M-V/def2-TZVPD", "elements": ["C", "C", "C", "O", "C", "C", "H", "H", "H", "H", "H", "H", "H", "H", "H", "H"], "xyz": [[-1.235, 0.759, 0.617], [-1.181, -0.481, -0.386], [0.056, -1.217, 0.067], [0.860, -1.863, -0.765], [0.903, -0.016, 0.387], [1.472, 0.870, -0.653], [-1.445, 0.421, 1.640], [-2.066, 1.265, 0.178], [-0.527, 1.628, 0.760], [-2.129, -1.049, -0.334], [-1.052, -0.162, -1.433], [-0.164, -1.734, 1.030], [1.287, 0.145, 1.398], [0.910, 0.881, -1.588], [2.445, 0.417, -0.848], [1.650, 1.895, -0.301]], "de_lowest_kj_mol": 453.57, "gap_ev": [7.5, 8.8], "e_homo_ev": [-8.06, -8.88], "spin_multiplicity": 1, "total_charge": 0, "lumo_energy_ev": [-0.548, -0.115]}

---

Record 3
{"formula": "C32H37N7S2V", "method": "ωB97M-V/def2-TZVPD", "elements": ["V", "N", "C", "C", "N", "H", "H", "H", "H", "H", "H", "H", "H", "S", "C", "N", "C", "C", "N", "C", "C", "C", "C", "C", "C", "C", "C", "S", "C", "C", "C", "C", "C", "C", "C", "H", "H", "H", "H", "H", "H", "H", "H", "H", "H", "H", "H", "H", "H", "H", "H", "H", "H", "N", "C", "C", "C", "C", "C", "C", "C", "H", "H", "H", "H", "H", "N", "C", "C", "C", "N", "C", "C", "H", "H", "H", "H", "H", "H"], "xyz": [[-1.027, -1.533, 1.559], [-0.544, -2.302, 3.521], [-1.758, -3.023, 4.034], [-2.276, -3.915, 2.930], [-2.561, -3.077, 1.715], [0.211, -2.980, 3.423], [-0.207, -1.642, 4.221], [-2.497, -2.273, 4.314], [-1.508, -3.598, 4.925], [-3.173, -4.445, 3.245], [-1.536, -4.663, 2.646], [-3.495, -2.682, 1.804], [-2.599, -3.682, 0.896], [-1.233, -0.982, -0.685], [-0.537, 0.619, -0.787], [-0.879, 1.489, -1.663], [-0.163, 2.795, -1.699], [1.298, 2.574, -1.449], [1.469, 1.829, -0.175], [2.746, 2.084, 0.642], [3.326, 3.435, 0.405], [4.411, 3.576, -0.457], [4.954, 4.833, -0.683], [4.407, 5.943, -0.056], [3.327, 5.805, 0.810], [2.787, 4.550, 1.045], [0.611, 0.929, 0.158], [0.774, -0.015, 1.605], [-1.918, 1.281, -2.741], [-1.253, 1.345, -4.084], [-1.545, 2.391, -4.953], [-0.930, 2.446, -6.197], [-0.022, 1.464, -6.564], [0.274, 0.418, -5.695], [-0.344, 0.355, -4.457], [-0.619, 3.437, -0.943], [-0.327, 3.221, -2.687], [1.816, 3.524, -1.334], [1.787, 2.001, -2.241], [3.423, 1.280, 0.343], [2.456, 1.932, 1.681], [4.848, 2.705, -0.933], [5.809, 4.943, -1.336], [4.833, 6.922, -0.229], [2.925, 6.674, 1.313], [1.966, 4.441, 1.747], [-2.640, 2.087, -2.605], [-2.402, 0.329, -2.536], [-2.269, 3.149, -4.675], [-1.169, 3.248, -6.881], [0.449, 1.503, -7.537], [0.969, -0.354, -5.998], [-0.138, -0.484, -3.797], [0.120, -3.038, 0.950], [0.793, -3.908, 0.570], [1.603, -4.954, 0.114], [2.313, -5.733, 1.049], [3.095, -6.769, 0.587], [3.162, -7.023, -0.782], [2.459, -6.253, -1.708], [1.673, -5.210, -1.270], [2.250, -5.521, 2.108], [3.652, -7.382, 1.281], [3.776, -7.842, -1.136], [2.528, -6.476, -2.763], [1.115, -4.604, -1.972], [-5.068, 2.503, 3.836], [-4.217, 1.632, 3.344], [-4.529, 0.838, 2.198], [-3.630, -0.057, 1.729], [-2.397, -0.281, 2.299], [-2.113, 0.475, 3.414], [-2.929, 1.424, 3.925], [-5.989, 2.635, 3.440], [-4.856, 3.049, 4.660], [-5.482, 0.944, 1.696], [-3.858, -0.639, 0.845], [-1.155, 0.300, 3.882], [-2.617, 1.982, 4.798]], "de_lowest_kj_mol": 0.00, "gap_ev": [3.9, 4.8], "e_homo_ev": [-17.81, -17.81], "spin_multiplicity": 2, "total_charge": 4, "lumo_energy_ev": [-13.887, -12.964]}

---

Record 4
{"formula": "C6H8N2O2", "method": "ωB97M-V/def2-TZVPD", "elements": ["C", "C", "C", "C", "C", "C", "H", "H", "H", "H", "H", "H", "H", "H", "N", "N", "O", "O"], "xyz": [[0.928, -1.123, -1.271], [1.027, -1.779, -0.049], [0.031, -1.625, 0.885], [-1.483, -0.522, -0.781], [-0.297, 2.292, 0.867], [0.965, 2.084, 0.730], [-0.491, -0.087, -2.453], [2.029, -2.374, 0.006], [0.162, -1.788, 1.978], [-2.000, -1.144, 1.039], [-1.022, 2.247, 0.008], [-0.740, 2.285, 1.834], [1.615, 2.185, -0.206], [1.580, 1.931, 1.669], [-0.370, -0.713, -1.589], [-1.164, -1.144, 0.441], [1.748, -0.706, -2.097], [-2.515, -0.019, -1.012]], "de_lowest_kj_mol": 158.69, "gap_ev": 9.7, "e_homo_ev": -9.40, "smiles": "O=c1cc[nH]c(=O)[nH]1.C=C", "spin_multiplicity": 1, "total_charge": 0, "lumo_energy_ev": 0.303}

---

Record 5
{"formula": "C6H6N2", "method": "ωB97M-V/def2-TZVPD", "elements": ["C", "C", "C", "C", "C", "C", "H", "H", "H", "H", "H", "H", "N", "N"], "xyz": [[-2.912, 0.386, 0.023], [-1.715, 0.155, 0.099], [-0.328, 0.092, 0.075], [0.540, -0.869, 1.042], [1.318, -1.271, -0.215], [0.569, 1.276, -0.005], [-4.016, 0.297, -0.235], [1.072, -0.686, 1.850], [-0.060, -1.644, 1.383], [1.525, -2.318, -0.712], [2.065, -0.382, -0.373], [0.135, -0.248, -1.682], [0.107, -0.833, -0.893], [1.956, 1.742, -0.013]], "de_lowest_kj_mol": 804.71, "gap_ev": 9.7, "e_homo_ev": -9.99, "spin_multiplicity": 1, "total_charge": 0, "lumo_energy_ev": -0.293}

---

Record 6
{"formula": "C42H57BN9OS3SeTi", "method": "ωB97M-V/def2-TZVPD", "elements": ["Ti", "C", "C", "C", "C", "N", "N", "B", "N", "N", "C", "C", "C", "C", "C", "S", "C", "C", "C", "C", "N", "N", "C", "C", "C", "C", "C", "S", "C", "C", "C", "C", "C", "S", "C", "C", "C", "C", "H", "H", "H", "H", "H", "H", "H", "H", "H", "H", "H", "H", "H", "H", "H", "H", "H", "H", "H", "H", "H", "H", "H", "H", "H", "H", "H", "H", "H", "H", "H", "H", "H", "H", "H", "H", "H", "H", "H", "C", "N", "C", "C", "C", "C", "C", "N", "C", "C", "C", "C", "C", "C", "H", "H", "H", "H", "H", "H", "H", "H", "H", "H", "H", "C", "N", "C", "C", "O", "H", "H", "H", "H", "H", "H", "H", "Se"], "xyz": [[1.148, 3.735, -0.089], [4.088, -3.518, 1.022], [2.612, -3.310, 1.102], [1.733, -4.313, 1.191], [0.327, -4.051, 1.270], [-0.127, -2.844, 1.216], [0.749, -1.839, 1.092], [0.131, -0.408, 1.015], [0.029, 0.265, 2.391], [-0.924, -0.468, 3.020], [-1.243, -0.192, 4.237], [-0.489, 0.777, 4.963], [0.453, 1.508, 4.352], [1.227, 2.556, 5.100], [0.659, 1.319, 2.925], [1.608, 2.431, 2.085], [-2.425, -0.937, 4.855], [-3.276, 0.056, 5.655], [-1.887, -2.042, 5.773], [-3.296, -1.545, 3.754], [-0.682, -0.181, -0.100], [-0.423, -1.152, -1.099], [-1.000, -1.020, -2.250], [-1.833, 0.073, -2.577], [-2.147, 1.004, -1.587], [-3.089, 2.129, -1.898], [-1.649, 0.870, -0.285], [-2.169, 1.848, 1.016], [-0.756, -2.157, -3.254], [-0.258, -1.580, -4.584], [-2.085, -2.893, -3.472], [0.281, -3.150, -2.728], [2.081, -1.959, 1.052], [2.973, -0.554, 0.895], [-0.664, -5.195, 1.467], [-0.349, -5.889, 2.802], [-0.515, -6.204, 0.319], [-2.098, -4.684, 1.506], [4.323, -4.574, 0.883], [4.571, -3.158, 1.934], [4.505, -2.933, 0.201], [2.089, -5.338, 1.186], [-0.689, 0.942, 6.016], [1.011, 2.489, 6.169], [0.971, 3.553, 4.736], [2.299, 2.441, 4.929], [-2.754, 0.432, 6.540], [-4.194, -0.435, 5.991], [-3.552, 0.910, 5.030], [-1.260, -1.631, 6.571], [-1.282, -2.750, 5.197], [-2.714, -2.591, 6.234], [-3.695, -0.758, 3.105], [-4.126, -2.095, 4.213], [-2.724, -2.217, 3.117], [-2.249, 0.177, -3.574], [-3.329, 2.133, -2.964], [-2.651, 3.089, -1.613], [-4.010, 2.032, -1.319], [-0.996, -0.913, -5.041], [-0.049, -2.390, -5.293], [0.664, -1.010, -4.432], [-2.844, -2.226, -3.888], [-2.462, -3.283, -2.521], [-1.947, -3.735, -4.163], [1.256, -2.670, -2.599], [0.384, -3.979, -3.439], [-0.017, -3.546, -1.753], [0.658, -6.319, 2.808], [-1.063, -6.698, 2.982], [-0.416, -5.177, 3.631], [0.496, -6.621, 0.266], [-0.737, -5.732, -0.643], [-1.210, -7.035, 0.465], [-2.231, -3.946, 2.298], [-2.776, -5.524, 1.688], [-2.374, -4.201, 0.564], [1.129, 4.840, -3.079], [0.395, 4.641, -1.847], [-0.679, 5.316, -1.636], [-1.261, 5.281, -0.345], [-2.318, 5.977, 0.237], [-2.245, 5.717, 1.611], [-1.155, 4.863, 1.786], [-0.560, 4.582, 0.621], [0.929, 3.716, -4.080], [0.009, 2.694, -3.867], [-0.162, 1.685, -4.811], [0.577, 1.691, -5.988], [1.499, 2.710, -6.209], [1.673, 3.710, -5.260], [2.182, 4.916, -2.811], [0.860, 5.789, -3.551], [-1.093, 5.966, -2.407], [-3.041, 6.593, -0.284], [-2.901, 6.083, 2.388], [-0.768, 4.457, 2.708], [-0.568, 2.681, -2.952], [-0.874, 0.891, -4.619], [0.433, 0.912, -6.729], [2.085, 2.725, -7.121], [2.400, 4.501, -5.431], [4.720, 1.142, -2.917], [3.913, 1.672, -1.830], [4.618, 2.238, -0.674], [2.612, 1.749, -1.987], [1.837, 2.383, -1.283], [5.340, 0.317, -2.560], [5.372, 1.923, -3.311], [4.077, 0.787, -3.721], [4.899, 3.276, -0.848], [5.501, 1.619, -0.493], [3.979, 2.214, 0.200], [2.215, 1.175, -2.827], [2.782, 5.366, 0.263]], "gap_ev": [4.9, 5.9], "e_homo_ev": [-2.81, -3.76], "spin_multiplicity": 3, "total_charge": -1, "lumo_energy_ev": [2.100, 2.100]}

---

Record 7
{"formula": "C3H8N3O2", "method": "ωB97M-V/def2-TZVPD", "elements": ["C", "C", "C", "N", "N", "N", "O", "O", "H", "H", "H", "H", "H", "H", "H", "H"], "xyz": [[-0.128, -0.570, -1.232], [-0.045, -1.374, 0.105], [0.326, 0.682, 1.065], [1.020, -0.553, -1.901], [0.958, 1.747, 1.269], [-1.218, 0.901, 1.124], [-1.050, 0.228, -1.446], [0.609, -0.591, 1.004], [-1.191, -1.608, 0.338], [0.555, -2.266, -0.141], [0.994, -0.083, -2.838], [1.939, 1.706, 1.308], [1.768, -1.287, -1.925], [-1.333, 2.049, 1.202], [-1.659, 0.464, 2.011], [-1.546, 0.556, 0.058]], "de_lowest_kj_mol": 141.38, "gap_ev": 11.7, "e_homo_ev": -15.08, "smiles": "[H]/N=C(/[NH3+])OCC(N)=O", "spin_multiplicity": 1, "total_charge": 1, "lumo_energy_ev": -3.344}

---

Record 8
{"formula": "C3H3BrO2", "method": "ωB97M-V/def2-TZVPD", "elements": ["C", "C", "C", "O", "O", "Br", "H", "H", "H"], "xyz": [[0.600, -1.484, 0.043], [-1.334, 1.360, 0.209], [0.815, -0.199, -0.215], [-0.104, 0.865, -0.203], [-2.352, 0.944, 0.638], [2.424, 0.256, -0.961], [1.367, -2.252, 0.076], [-0.330, -2.033, 0.327], [-1.086, 2.543, 0.085]], "de_lowest_kj_mol": 152.46, "gap_ev": 10.3, "e_homo_ev": -9.64, "smiles": "C=C(Br)OC=O", "spin_multiplicity": 1, "total_charge": 0, "lumo_energy_ev": 0.641}

---

Let's list F_max in order: 0.129 0.030 0.019 0.109 0.285 0.040 0.097 0.075 Eh/bohr.